Model 1:
H24HeO12 | ωB97M-V/def2-TZVPD

XYZ file:
```
37
Properties=species:S:1:pos:R:3
He -0.39 -0.12 0.10
O -0.02 -1.79 3.05
H 0.79 -1.53 3.49
H -0.52 -2.25 3.72
O -1.27 -2.95 0.56
H -1.89 -2.24 0.36
H -0.70 -2.58 1.23
O -1.94 2.23 -2.73
H -1.17 2.53 -3.21
H -1.72 2.37 -1.81
O 1.98 0.92 2.12
H 2.21 0.04 1.81
H 2.54 1.06 2.88
O 2.58 -0.44 -1.66
H 2.46 0.44 -1.31
H 1.72 -0.70 -1.97
O -1.33 3.14 0.09
H -1.29 2.55 0.85
H -0.44 3.47 0.00
O 0.30 -1.65 -2.85
H -0.50 -1.22 -3.16
H -0.01 -2.47 -2.46
O 2.92 -1.73 0.87
H 2.91 -1.15 0.11
H 3.80 -1.64 1.23
O 2.83 2.16 -0.22
H 2.34 2.03 0.59
H 3.71 1.84 -0.03
O -0.96 1.61 2.34
H -1.49 1.28 3.07
H -0.20 1.03 2.31
O -3.15 -1.23 -0.41
H -3.79 -1.91 -0.58
H -3.67 -0.44 -0.24
O -2.16 -0.46 -3.02
H -2.48 -0.69 -2.14
H -1.99 0.48 -2.97
```

Summary:
E_HOMO = -10.470 eV

Model 2:
H24HeO12 | ωB97M-V/def2-TZVPD

XYZ file:
```
37
Properties=species:S:1:pos:R:3
He 0.18 0.04 0.09
O 3.60 -0.79 0.36
H 4.27 -0.42 0.95
H 4.05 -1.50 -0.09
O -2.29 3.38 -0.34
H -2.13 2.57 -0.83
H -1.86 4.06 -0.85
O 0.31 1.68 -2.11
H 1.08 1.66 -1.53
H 0.64 1.39 -2.96
O 1.35 -2.51 1.22
H 2.04 -1.91 0.93
H 1.81 -3.22 1.66
O -0.71 -0.60 3.11
H -0.27 -1.13 2.44
H -0.26 0.25 3.07
O -2.39 1.15 -2.00
H -1.45 1.21 -2.13
H -2.77 1.69 -2.70
O 0.72 -1.97 -2.95
H 1.01 -2.84 -3.25
H -0.01 -1.76 -3.53
O -3.18 -0.88 -0.15
H -3.07 -0.18 -0.79
H -2.42 -1.45 -0.28
O -0.93 -2.54 -0.79
H -0.34 -2.69 -0.05
H -0.37 -2.23 -1.49
O 1.79 1.51 2.51
H 2.11 1.02 3.27
H 1.57 2.37 2.85
O 2.53 1.60 -0.38
H 2.08 1.76 0.46
H 2.86 0.71 -0.30
O -3.50 0.35 2.35
H -3.35 0.15 1.43
H -2.70 0.07 2.79
```

Summary:
E_HOMO = -9.083 eV

Which of them is the most stable, and which is the least stable? model 1 and model 2, in that order.

Model 1:
C5H9NO | ωB97M-V/def2-TZVPD

XYZ file:
```
16
Properties=species:S:1:pos:R:3
C -0.60 1.21 1.34
C -0.16 -0.08 0.70
C -1.05 -1.07 0.16
C -0.28 -1.91 -0.61
N 1.01 -1.46 -0.59
C 1.10 -0.39 0.27
H 0.23 1.91 1.48
H -1.33 1.68 0.68
H -1.08 1.06 2.31
H -2.05 -1.23 0.53
H -0.59 -2.68 -1.29
H 1.76 -2.05 -0.90
H 2.04 0.06 0.57
O 0.30 1.89 -1.88
H 0.58 0.97 -1.81
H 0.11 2.10 -0.96
```

Summary:
E_HOMO = -8.556 eV

Model 2:
C5H9NO | ωB97M-V/def2-TZVPD

XYZ file:
```
16
Properties=species:S:1:pos:R:3
C -0.44 -0.95 2.43
C -0.12 -0.18 1.31
C -1.04 -0.19 0.13
C -0.45 0.89 -0.77
C 0.68 0.83 -1.75
N 1.44 -0.35 -1.73
O 0.94 1.71 -2.56
H 0.23 -0.76 3.38
H -1.05 -1.73 2.34
H 0.87 0.29 1.32
H -1.14 -1.22 -0.10
H -1.96 0.18 0.52
H -1.43 1.20 -1.23
H -0.08 1.85 -0.07
H 1.17 -1.10 -1.17
H 2.39 -0.48 -2.06
```

Summary:
E_HOMO = -9.446 eV

Model 3:
C5H9NO | ωB97M-V/def2-TZVPD

XYZ file:
```
16
Properties=species:S:1:pos:R:3
C 0.26 -1.58 -0.83
C 0.02 -0.84 0.48
C -1.43 -0.44 0.78
O -2.50 -1.00 0.78
N -1.05 0.86 1.03
C 0.34 0.68 0.61
C 0.72 1.44 -0.65
H -0.29 -2.53 -0.81
H 1.32 -1.80 -0.98
H -0.11 -1.01 -1.69
H 0.44 -1.41 1.31
H -1.61 1.69 1.17
H 1.05 0.91 1.42
H 0.00 1.26 -1.45
H 1.72 1.15 -0.99
H 0.74 2.52 -0.45
```

Summary:
E_HOMO = -9.663 eV

Model 4:
C5H9NO | ωB97M-V/def2-TZVPD

XYZ file:
```
16
Properties=species:S:1:pos:R:3
C -1.49 -1.25 -0.14
C -0.43 -0.23 -0.55
C -0.70 1.26 -0.17
C 0.74 1.40 0.41
C 0.87 -0.07 0.20
N 1.91 -0.84 0.31
O 3.04 -0.53 0.78
H -2.39 -1.10 -0.75
H -1.78 -1.14 0.91
H -1.16 -2.28 -0.30
H -0.23 -0.34 -1.62
H -0.95 1.92 -1.01
H -1.47 1.35 0.60
H 0.82 1.77 1.44
H 1.43 1.97 -0.22
H 1.79 -1.80 -0.03
```

Summary:
E_HOMO = -8.319 eV

Which of them is the most stable, and which is the least stable? model 3 and model 4, in that order.

Model 1:
C4H13NP | ωB97M-V/def2-TZVPD

XYZ file:
```
19
Properties=species:S:1:pos:R:3
C -1.39 -1.21 -1.00
C -1.90 -0.09 1.28
C 1.99 0.48 0.20
C -0.86 -0.58 0.27
N 0.00 0.66 -0.05
P 2.53 1.44 -1.18
H -1.88 -2.20 -0.80
H -1.99 -0.44 -1.53
H -0.43 -1.35 -1.63
H -1.42 0.07 2.27
H -2.57 -0.99 1.48
H -2.47 0.79 1.02
H 2.17 0.93 1.18
H 1.83 -0.57 0.24
H -0.32 -1.42 0.87
H 0.15 1.25 0.83
H -0.18 0.93 -1.07
H 3.57 1.87 -0.34
H 3.16 0.44 -2.04
```

Summary:
E_HOMO = -14.201 eV
Charge = +1

Model 2:
C4H13NP | ωB97M-V/def2-TZVPD

XYZ file:
```
19
Properties=species:S:1:pos:R:3
C -0.82 -0.53 2.32
C 0.42 0.25 1.73
N 0.68 -0.38 0.42
C 0.88 0.69 -0.57
P 0.97 0.22 -2.35
C -0.79 -0.25 -2.46
H -0.91 -0.61 3.46
H -1.76 -0.14 1.86
H -0.55 -1.51 1.97
H 1.20 0.17 2.39
H 0.20 1.17 1.44
H -0.13 -0.88 0.00
H 1.41 -1.09 0.48
H 1.78 1.23 -0.31
H -0.01 1.34 -0.61
H 0.92 1.59 -2.43
H -0.81 -1.32 -2.18
H -1.27 -0.32 -3.40
H -1.41 0.37 -1.78
```

Summary:
E_HOMO = -13.583 eV
Charge = +1

Which of them is the most stable, and which is the least stable? model 2 and model 1, in that order.

Model 1:
CH3IO2 | ωB97M-V/def2-TZVPD

XYZ file:
```
7
Properties=species:S:1:pos:R:3
O 1.25 -0.11 -0.58
C -0.07 0.10 -0.43
O -0.60 1.19 0.21
I -0.76 -1.77 0.75
H 1.67 -0.55 0.29
H -0.71 0.12 -1.40
H -0.78 1.01 1.15
```

Summary:
E_HOMO = -9.707 eV

Model 2:
CH3IO2 | ωB97M-V/def2-TZVPD

XYZ file:
```
7
Properties=species:S:1:pos:R:3
C 0.75 0.45 -0.60
O 1.59 -0.65 -0.56
O 1.07 1.47 -0.03
I -2.11 0.19 0.62
H 0.00 0.21 -1.45
H -3.59 -1.06 2.01
H 2.29 -0.60 0.02
```

Summary:
E_HOMO (alpha / beta) = -10.159 / -10.107 eV

Which of them is the most stable, and which is the least stable? model 1 and model 2, in that order.

Model 1:
CH3IO2 | ωB97M-V/def2-TZVPD

XYZ file:
```
7
Properties=species:S:1:pos:R:3
C 0.74 0.45 0.46
O -0.35 0.38 -0.53
O -0.76 -1.17 -0.49
I -2.34 -1.31 -1.57
H 0.27 1.01 1.21
H 1.52 1.14 0.15
H 0.92 -0.49 0.78
```

Summary:
E_HOMO = -9.337 eV

Model 2:
CH3IO2 | ωB97M-V/def2-TZVPD

XYZ file:
```
7
Properties=species:S:1:pos:R:3
O 0.36 2.41 -0.21
C 0.13 1.31 0.04
I -1.96 0.64 0.39
H 0.81 0.33 0.03
O 0.55 -1.72 -0.20
H 0.31 -1.48 0.70
H -0.21 -1.50 -0.75
```

Summary:
E_HOMO = -10.124 eV

Which of them is the most stable, and which is the least stable? model 2 and model 1, in that order.

Model 1:
C5H7NO | ωB97M-V/def2-TZVPD

XYZ file:
```
14
Properties=species:S:1:pos:R:3
C 0.42 0.19 -1.86
C -0.17 0.31 -0.50
C 0.11 -0.40 0.68
N 1.20 -1.31 0.79
C -0.73 0.17 1.82
C -1.46 1.08 1.10
O -1.11 1.19 -0.25
H 1.19 0.96 -2.02
H 0.89 -0.79 -1.96
H -0.34 0.31 -2.64
H 1.12 -1.78 1.69
H 2.06 -0.78 0.83
H -0.93 -0.93 0.93
H -2.23 1.78 1.38
```

Summary:
E_HOMO = -8.498 eV

Model 2:
C5H7NO | ωB97M-V/def2-TZVPD

XYZ file:
```
14
Properties=species:S:1:pos:R:3
C 0.90 1.57 -0.07
N 0.09 0.42 0.28
C -0.25 -0.01 1.47
C -0.98 -1.28 1.53
C -1.05 -1.56 0.20
C -0.49 -0.49 -0.72
O 0.40 -0.84 -1.73
H 0.27 2.38 -0.46
H 1.62 1.28 -0.84
H 1.43 1.92 0.81
H 0.03 0.61 2.32
H -1.53 -2.43 -0.26
H -1.31 0.07 -1.19
H 0.86 -1.64 -1.45
```

Summary:
E_HOMO = -7.498 eV

Model 3:
C5H7NO | ωB97M-V/def2-TZVPD

XYZ file:
```
14
Properties=species:S:1:pos:R:3
C -1.63 -1.08 0.02
C -0.26 -0.57 0.16
O 0.77 -1.42 0.47
C 1.92 -0.73 0.32
C 1.67 0.58 -0.05
C 0.23 0.67 -0.03
N -0.48 1.86 -0.30
H -2.17 -0.39 -0.65
H -1.64 -2.08 -0.42
H -2.12 -1.10 0.99
H 2.81 -1.29 0.55
H 1.67 0.79 -1.12
H 0.18 2.60 -0.51
H -0.96 2.14 0.56
```

Summary:
E_HOMO = -8.151 eV

Model 4:
C5H7NO | ωB97M-V/def2-TZVPD

XYZ file:
```
14
Properties=species:S:1:pos:R:3
O 2.08 0.29 -0.19
C 1.58 0.92 -1.18
C 0.30 0.04 -0.07
C -0.89 -0.56 -0.81
N -1.33 -0.46 0.63
C -0.68 0.92 0.65
C 0.02 -1.02 1.02
H 2.38 1.30 -1.89
H -1.43 0.10 -1.49
H -0.82 -1.59 -1.18
H -1.22 1.67 0.06
H -0.43 1.26 1.66
H 0.31 -0.79 2.04
H 0.14 -2.08 0.76
```

Summary:
E_HOMO = -7.385 eV

Which of them is the most stable, and which is the least stable? model 3 and model 4, in that order.

Model 1:
C2H2N2O2S | ωB97M-V/def2-TZVPD

XYZ file:
```
9
Properties=species:S:1:pos:R:3
C 1.97 1.99 0.39
C 0.90 -0.38 0.01
N 2.28 3.10 0.48
N 2.03 -1.24 -0.08
O 2.75 -0.99 -1.06
O 2.11 -2.15 0.67
S -0.18 -0.74 1.33
H 0.67 0.32 -0.69
H -0.96 0.09 0.88
```

Summary:
E_HOMO (alpha / beta) = -11.137 / -10.044 eV

Model 2:
C2H2N2O2S | ωB97M-V/def2-TZVPD

XYZ file:
```
9
Properties=species:S:1:pos:R:3
N -0.90 2.02 1.66
C -0.29 1.64 0.78
C 0.34 1.03 -0.36
N -0.46 -0.45 -0.87
S -0.20 -1.76 -0.06
O -0.69 -2.92 -0.70
O 0.72 -1.75 1.06
H 0.07 1.38 -1.40
H 1.42 0.82 -0.10
```

Summary:
E_HOMO = -11.588 eV

Model 3:
C2H2N2O2S | ωB97M-V/def2-TZVPD

XYZ file:
```
9
Properties=species:S:1:pos:R:3
C 1.04 0.93 0.45
C -1.10 -0.27 -0.34
N 1.38 1.99 0.71
N -1.57 -0.09 0.73
O 0.99 -0.25 -1.82
O 2.31 -1.91 1.18
S 0.73 -0.63 -0.44
H -1.26 0.07 -1.32
H -2.51 0.16 0.86
```

Summary:
E_HOMO (alpha / beta) = -10.371 / -10.308 eV

Which of them is the most stable, and which is the least stable? model 2 and model 3, in that order.

Model 1:
C41H42HgP2 | ωB97M-V/def2-TZVPD

XYZ file:
```
86
Properties=species:S:1:pos:R:3
Hg -4.58 0.34 -1.45
C 1.54 2.22 0.30
C 0.60 2.88 -0.38
C 0.75 3.61 -1.69
C 0.38 2.73 -2.91
C 1.01 1.37 -3.00
C 2.18 1.00 -2.48
C 3.14 1.86 -1.72
C 2.92 1.91 -0.17
C -6.12 -0.76 -2.46
H 1.30 1.85 1.30
H -0.38 3.04 0.09
H 1.71 4.10 -1.84
H 0.01 4.43 -1.69
H -0.71 2.61 -2.91
H 0.62 3.24 -3.86
H 0.52 0.66 -3.69
H 2.50 -0.06 -2.52
H 3.16 2.88 -2.11
H 4.15 1.43 -1.88
H 3.18 0.93 0.26
H 3.67 2.63 0.24
H -6.06 -1.78 -2.04
H -5.58 -0.81 -3.42
H -7.17 -0.44 -2.57
P -6.53 2.59 -2.38
P -6.45 0.60 -5.14
C -5.96 3.10 -4.02
C -6.13 2.37 -5.15
C -8.06 3.70 -2.40
C -8.11 4.89 -3.13
C -9.23 5.73 -3.09
C -10.35 5.37 -2.35
C -10.35 4.15 -1.66
C -9.23 3.31 -1.70
C -5.34 3.74 -1.56
C -3.95 3.58 -1.82
C -3.04 3.93 -0.83
C -3.46 4.77 0.22
C -4.80 5.16 0.32
C -5.75 4.57 -0.52
C -7.69 0.62 -6.54
C -8.82 1.45 -6.43
C -9.69 1.59 -7.52
C -9.45 0.89 -8.71
C -8.36 0.03 -8.80
C -7.49 -0.12 -7.71
C -4.96 -0.01 -6.02
C -4.70 -1.39 -5.96
C -3.55 -1.91 -6.56
C -2.67 -1.07 -7.25
C -2.94 0.30 -7.34
C -4.07 0.84 -6.71
H -5.54 4.12 -4.08
H -6.06 2.84 -6.15
H -7.26 5.19 -3.74
H -9.21 6.66 -3.66
H -11.22 6.03 -2.31
H -11.24 3.86 -1.09
H -9.25 2.35 -1.18
H -3.60 3.14 -2.76
H -2.03 3.51 -0.85
H -2.73 5.12 0.95
H -5.11 5.88 1.08
H -6.82 4.77 -0.36
H -9.00 2.01 -5.51
H -10.55 2.26 -7.44
H -10.12 1.03 -9.56
H -8.17 -0.52 -9.72
H -6.64 -0.79 -7.79
H -5.40 -2.06 -5.45
H -3.35 -2.98 -6.50
H -1.78 -1.48 -7.72
H -2.27 0.97 -7.89
H -4.26 1.90 -6.77
C -0.28 -1.09 0.67
C -1.38 -0.72 1.46
C -2.55 -0.21 0.87
C -2.64 -0.09 -0.53
C -1.52 -0.36 -1.32
C -0.33 -0.86 -0.71
H 0.64 -1.51 1.12
H -1.30 -0.81 2.56
H -3.38 0.08 1.52
H -1.53 -0.22 -2.40
H 0.56 -1.06 -1.32
```

Summary:
E_HOMO = -7.560 eV

Model 2:
C41H42HgP2 | ωB97M-V/def2-TZVPD

XYZ file:
```
86
Properties=species:S:1:pos:R:3
Hg 1.37 -1.21 0.48
C -2.66 0.35 5.71
C -2.87 0.26 4.40
C -3.51 1.31 3.56
C -2.47 2.21 2.81
C -1.50 2.97 3.68
C -1.60 3.09 5.02
C -2.80 2.91 5.89
C -2.94 1.52 6.58
C 3.30 -1.42 -0.55
H -2.23 -0.50 6.23
H -2.46 -0.60 3.86
H -4.17 1.97 4.12
H -4.12 0.84 2.78
H -1.90 1.56 2.09
H -3.03 2.96 2.22
H -0.69 3.45 3.13
H -0.74 3.55 5.53
H -3.74 3.21 5.42
H -2.64 3.62 6.71
H -2.26 1.52 7.45
H -3.96 1.48 7.03
H 4.01 -2.01 0.06
H 3.67 -0.42 -0.78
H 3.11 -2.00 -1.47
P 0.01 -2.09 -1.68
P 2.22 0.42 -2.60
C -0.42 -0.51 -2.43
C 0.46 0.37 -2.98
C -0.32 -3.16 -3.20
C -1.33 -2.78 -4.10
C -1.64 -3.54 -5.23
C -0.93 -4.71 -5.50
C 0.11 -5.09 -4.64
C 0.43 -4.32 -3.51
C -1.61 -2.28 -0.85
C -2.08 -1.26 0.00
C -2.84 -1.60 1.13
C -3.40 -2.88 1.21
C -3.16 -3.81 0.18
C -2.21 -3.54 -0.80
C 2.79 0.82 -4.34
C 2.41 -0.04 -5.40
C 2.72 0.29 -6.73
C 3.43 1.47 -7.02
C 3.83 2.30 -5.97
C 3.54 1.97 -4.65
C 2.34 2.09 -1.85
C 3.53 2.41 -1.17
C 3.66 3.63 -0.51
C 2.61 4.56 -0.54
C 1.45 4.27 -1.26
C 1.31 3.03 -1.91
H -1.49 -0.35 -2.58
H 0.10 1.13 -3.69
H -1.89 -1.86 -3.93
H -2.44 -3.21 -5.89
H -1.19 -5.32 -6.36
H 0.67 -6.00 -4.86
H 1.26 -4.63 -2.87
H -1.82 -0.21 -0.16
H -2.96 -0.87 1.93
H -4.02 -3.15 2.07
H -3.68 -4.76 0.18
H -1.92 -4.30 -1.53
H 1.85 -0.95 -5.19
H 2.42 -0.36 -7.54
H 3.66 1.73 -8.05
H 4.39 3.22 -6.19
H 3.86 2.65 -3.85
H 4.36 1.70 -1.16
H 4.57 3.86 0.05
H 2.70 5.51 0.01
H 0.63 4.99 -1.30
H 0.39 2.81 -2.45
C 0.66 -0.61 5.50
C 0.84 -1.89 4.94
C 1.11 -2.05 3.56
C 1.13 -0.95 2.70
C 1.12 0.32 3.27
C 0.80 0.49 4.65
H 0.52 -0.48 6.59
H 0.84 -2.76 5.62
H 1.34 -3.04 3.18
H 1.39 1.19 2.69
H 0.71 1.50 5.06
```

Summary:
E_HOMO = -7.240 eV

Which of them is the most stable, and which is the least stable? model 1 and model 2, in that order.